[1]
79
Properties=species:S:1:pos:R:3:forces:R:3 method="wB97M-V/def2-TZVPD" homo_lumo_gap_ev=8.2 homo_energy_ha=-0.331 smiles="CC[C@@H](Cl)[C@]1(CCCCCN)[C@@](CCN)(CON=O)C(=O)O[C@@]1(CCCCCOC)S(=O)(=O)C(F)(F)C(F)(F)F"
C -2.441092 2.615371 -0.006445 -0.45 -0.87 -0.62
C -1.980763 1.093698 0.515411 -0.80 0.81 1.66
C -0.360055 0.922255 0.674702 -0.79 0.84 -2.58
Cl 0.112706 1.289417 2.414737 -0.25 -0.58 -1.48
C 0.234761 -0.513489 0.056322 -0.54 0.47 1.29
C -0.703108 -1.786349 0.477185 0.70 -0.65 0.57
C -1.156046 -1.942605 2.026639 -1.13 -1.27 0.80
C -2.782124 -1.651224 2.302629 0.12 -0.27 1.04
C -3.371103 -2.857537 3.288281 1.05 0.05 -0.60
C -3.642815 -4.267776 2.470994 -1.35 0.09 0.86
N -2.523175 -5.279200 2.583579 -0.01 0.93 -0.54
C 1.843390 -0.602028 0.521030 0.83 -3.19 -2.06
C 2.806715 0.710484 0.384269 1.63 0.99 0.95
C 3.928965 0.861354 1.619924 0.73 1.06 -0.98
N 3.364634 1.506238 2.864474 1.15 -0.57 -0.04
C 2.237468 -1.720371 1.685402 0.75 -0.12 -0.90
O 2.046550 -1.262855 3.064693 -0.09 0.78 -1.85
N 1.829807 -2.381605 3.806466 4.39 -1.33 2.77
O 2.851648 -2.591490 4.476448 -3.99 0.39 -1.74
C 2.332095 -1.461998 -0.831503 2.19 -4.39 0.51
O 2.997437 -2.615583 -0.916617 -4.31 8.17 0.09
O 1.777874 -0.640612 -1.916722 -1.06 -3.08 1.97
C 0.311007 -0.559996 -1.599650 2.03 3.50 -0.10
C -0.122640 0.732743 -2.497951 0.02 1.46 -1.29
C 1.202885 1.576049 -3.076132 -1.26 1.26 -0.04
C 0.573415 2.986219 -3.719665 1.65 0.69 0.34
C 1.540084 4.245935 -3.193908 0.36 0.67 -0.21
C 1.324934 4.607880 -1.606055 1.18 -1.06 0.44
O 1.810542 5.971941 -1.231317 -0.43 -2.07 1.82
C 2.078756 5.958617 0.245056 0.13 0.11 0.83
S -0.289447 -1.985371 -2.616097 5.97 -5.92 -6.01
O 0.189113 -3.402522 -2.218518 -2.58 4.60 0.47
O 0.352586 -1.800974 -4.053296 -3.19 0.80 5.13
C -2.135851 -2.085516 -2.908718 -3.88 0.95 -2.29
F -2.939657 -1.021533 -2.266006 2.52 -3.16 -1.63
F -2.391807 -1.941015 -4.391679 0.89 -0.41 4.96
C -2.792476 -3.576995 -2.531140 -2.16 -1.64 0.02
F -2.416967 -4.635713 -3.510554 -1.24 3.97 3.93
F -4.281520 -3.374067 -2.654202 5.03 -0.89 0.49
F -2.532702 -3.996422 -1.135921 -0.84 1.35 -4.97
H -1.547462 3.166085 -0.536312 -1.82 -0.98 1.05
H -3.319740 2.441615 -0.787908 1.95 0.59 1.55
H -2.884231 3.274310 0.853788 1.11 -1.32 -1.60
H -2.519102 0.251570 -0.091810 1.34 1.68 0.91
H -2.427093 1.027475 1.621195 1.01 -0.12 -2.55
H 0.113863 1.812742 0.033477 -0.83 -2.05 1.51
H -1.719915 -1.780952 -0.149517 2.45 -0.04 1.11
H -0.045308 -2.755625 0.244289 -1.72 2.09 0.04
H -0.530291 -1.391426 2.834620 -1.00 -0.74 -1.79
H -1.054732 -3.103090 2.301270 -0.05 2.56 -0.77
H -2.937780 -0.647838 2.929769 0.38 -2.02 -1.73
H -3.377424 -1.628630 1.279682 1.13 0.07 2.16
H -2.484200 -3.096586 4.047168 -2.04 0.59 -1.32
H -4.310212 -2.487822 3.892123 1.82 -0.81 -1.33
H -4.593683 -4.762385 2.989119 1.90 1.05 -1.14
H -3.959801 -4.084222 1.343261 0.92 -0.34 2.34
H -1.939122 -5.145716 3.441251 -0.73 -0.04 -1.36
H -1.945401 -5.345836 1.716505 -0.59 0.28 1.33
H 3.510575 0.708599 -0.581814 -1.88 -0.42 1.88
H 2.263433 1.746563 0.360939 0.66 -2.16 0.12
H 4.727974 1.634525 1.184110 -1.60 -1.82 0.67
H 4.524552 -0.127810 1.814417 -1.37 1.83 -0.30
H 3.737293 2.477546 2.952810 -0.38 -1.41 0.07
H 3.586529 0.954379 3.731315 -0.28 0.89 -1.37
H 1.678512 -2.741089 1.570614 0.80 2.05 -0.11
H 3.398714 -1.977307 1.579277 -2.60 0.61 0.06
H -0.741602 0.464925 -3.484319 1.36 0.19 2.31
H -0.775558 1.542672 -1.963364 1.18 -1.94 -0.51
H 1.911578 1.946286 -2.199693 -1.42 -1.28 -1.88
H 1.763078 1.012699 -3.934594 -1.02 0.89 2.03
H -0.515815 3.208797 -3.350027 1.97 -0.54 -0.94
H 0.679207 2.971996 -4.899338 -0.60 -0.03 2.54
H 2.694362 3.971805 -3.322721 -2.55 0.44 0.21
H 1.388087 5.216271 -3.866260 0.06 -2.05 1.56
H 0.240121 4.396959 -1.210578 1.79 0.71 -0.90
H 2.034622 3.861746 -1.001918 -1.55 1.30 -1.17
H 1.136811 5.624011 0.871622 1.65 0.65 -1.42
H 2.948541 5.218665 0.539800 -1.61 1.28 -0.88
H 2.406596 7.020733 0.651607 -0.81 -2.09 -1.37

[2]
80
Properties=species:S:1:pos:R:3:forces:R:3 method="wB97M-V/def2-TZVPD" total_charge=+2 s2=0.758 homo_lumo_gap_ev="3.5 / 3.5" spin_multiplicity=2 homo_energy_ha="-0.523 / -0.523"
Pb 2.639491 -4.352492 -0.328217 -0.50 2.82 0.60
Ag 0.787988 -2.089482 -2.247873 0.19 0.83 0.38
C 2.600993 -1.086798 0.791347 -0.06 0.36 1.18
O 2.008385 -1.936132 -0.183504 0.44 -3.51 -1.29
H 1.996667 -0.200535 1.004532 -0.34 -0.11 -0.46
H 2.613366 -1.633952 1.736767 0.31 0.14 0.09
H 3.598277 -0.699813 0.574388 0.05 -0.38 -0.37
C -0.879528 -2.368793 -4.655366 0.59 0.84 0.20
C -1.683706 -1.129253 -4.238666 -1.92 0.69 -0.87
C -3.154643 -1.660808 -4.031454 0.59 -0.69 1.09
C -4.000766 -0.913851 -3.003196 0.22 -0.10 -0.83
C -3.227896 -0.594226 -1.724603 -2.15 0.38 -1.22
C -1.920417 0.128788 -1.910463 -0.75 -0.31 1.72
N -1.140324 -0.552630 -2.972600 2.42 1.78 -0.06
O 0.120672 -0.032368 -3.051288 -2.06 -1.68 -0.08
C -1.293761 -0.101595 -0.511584 1.61 -0.59 -0.34
C -2.113658 1.648529 -2.087501 0.69 0.59 -0.06
C -1.749714 -0.020297 -5.354364 0.89 -0.35 -0.30
H -1.375080 -3.013839 -5.378862 -0.25 0.23 -0.01
H -0.805495 -2.977231 -3.739611 0.29 -0.33 0.07
H 0.083796 -2.093173 -5.088743 0.16 -0.10 0.20
H -3.067374 -2.697087 -3.686374 0.08 -0.04 0.15
H -3.641158 -1.764776 -4.999424 0.06 0.32 -0.04
H -4.854678 -1.516238 -2.693243 -0.05 -0.08 -0.30
H -4.418544 -0.041897 -3.510815 0.08 0.32 0.40
H -3.169137 -1.496644 -1.114950 0.34 -0.03 -0.03
H -3.929181 0.086613 -1.237375 0.37 -0.02 0.63
H -2.040125 0.061372 0.261309 0.11 0.45 -0.02
H -0.348813 0.412577 -0.323103 -0.36 0.64 -0.03
H -0.970992 -1.142726 -0.362436 -0.36 -0.32 -0.30
H -2.984224 1.988318 -2.646537 0.12 -0.42 -0.42
H -1.197228 2.113232 -2.457604 -0.09 -0.19 -0.53
H -2.206064 2.172272 -1.132590 -0.23 -0.61 0.33
H -0.809477 0.119523 -5.894126 0.20 -0.52 0.14
H -1.950505 1.016544 -5.083776 -0.59 -0.31 0.70
H -2.479792 -0.367234 -6.082493 -0.03 0.23 -0.03
C 3.005767 2.373247 -1.696747 1.24 -0.03 1.48
C 2.405897 3.564037 -0.969693 -2.19 -1.61 -0.04
C 1.160756 3.184976 -0.100800 0.88 0.21 0.37
O 1.590635 3.446794 1.233618 -0.90 -0.24 0.10
C 2.768349 4.053481 1.210176 1.02 1.93 2.49
O 3.251879 4.616103 2.157884 -0.36 -1.00 -0.78
O 3.328577 4.018877 0.017494 0.28 0.24 -2.05
H 3.135454 1.610042 -0.918496 0.16 -0.08 0.03
H 4.015048 2.736692 -1.902568 0.04 -0.52 -0.73
H 2.518677 1.841526 -2.508972 -0.30 0.82 -0.32
H 1.989838 4.290694 -1.667293 1.07 0.70 0.10
H 0.935284 2.118911 -0.068053 -0.48 0.15 -0.75
H 0.360463 3.884576 -0.338443 -0.46 -0.58 0.08
C -2.360116 -2.988172 2.153470 -0.70 -0.65 -2.10
C -0.878875 -3.355690 2.254657 -2.92 2.32 1.98
C -0.310427 -2.373658 3.332453 1.04 -1.23 -2.34
O 0.600987 -3.266891 3.944787 -0.07 0.06 1.04
C 0.067086 -4.533815 3.895430 1.64 -0.16 0.38
O 0.473792 -5.432758 4.550247 -0.50 0.15 -0.27
O -0.823075 -4.599997 2.887324 0.39 -0.81 -0.03
H -2.901309 -2.785007 3.074110 0.60 0.10 0.29
H -2.924397 -3.807605 1.696837 0.14 -0.12 -0.03
H -2.519398 -2.166530 1.449767 0.12 0.27 0.25
H -0.329073 -3.303908 1.310777 0.06 -0.23 -0.10
H -1.063761 -1.939530 3.985839 0.15 -0.18 0.21
H 0.241014 -1.627661 2.763454 0.13 0.26 0.59
C -0.210712 1.171087 2.878495 -1.37 -0.36 -0.19
C -0.019077 1.875100 4.206740 -0.28 0.38 -0.28
C -0.283055 3.379075 4.249145 2.05 -0.52 -1.00
O -0.944892 3.600396 5.471153 0.22 0.61 -0.48
C -1.594375 2.473167 5.790536 -0.19 0.21 0.38
O -2.462100 2.409388 6.596497 0.33 -0.53 -0.35
O -1.089621 1.458971 5.036921 -0.60 -1.56 0.68
H -1.159572 1.524838 2.462394 0.06 0.14 -0.17
H -0.420398 0.124235 3.103637 0.23 0.14 0.02
H 0.529554 1.211224 2.081842 0.41 0.41 0.46
H 0.962134 1.606890 4.609040 -0.21 0.03 0.47
H -0.862981 3.657093 3.368371 -0.22 0.40 0.24
H 0.725520 3.792466 4.215864 -0.45 0.99 0.16
C 6.631708 -0.243931 0.259979 1.39 -0.02 -0.48
Br 7.376965 -1.858795 1.052646 -0.63 -0.07 0.07
Br 8.010216 0.389449 -0.974931 -0.46 0.07 -0.02
Br 6.266227 1.094957 1.554383 -0.41 0.01 0.13
H 5.768012 -0.488273 -0.345573 -0.04 0.01 0.22

[3]
82
Properties=species:S:1:pos:R:3:forces:R:3 method="wB97M-V/def2-TZVPD" total_charge=-1 homo_lumo_gap_ev=6.8 homo_energy_ha=-0.179
C 0.522329 3.951718 4.173435 -0.17 0.25 0.16
C -0.885952 3.534720 3.728259 0.00 -0.11 -0.07
C -0.947735 2.798774 2.352889 0.15 -0.06 0.16
O 0.318159 2.620577 1.785331 -0.20 0.15 -0.15
Al 0.425077 1.860844 0.196450 0.39 -0.15 0.21
F -0.477192 2.741601 -0.964235 -0.08 0.16 -0.08
C 2.295020 1.899577 -0.529601 0.03 -0.29 -0.16
C 2.287414 1.342844 -1.964014 -0.03 0.16 0.12
C 3.534225 1.677076 -2.786531 -0.10 -0.22 -0.14
C 3.658202 3.154718 -3.144553 0.12 -0.17 0.13
S 2.841350 3.772758 -4.622088 0.05 0.25 0.10
O 1.761728 4.639577 -4.279759 -0.01 0.00 0.03
O 3.849367 4.216015 -5.538749 0.00 -0.08 -0.06
Cl 1.972191 2.138476 -5.499394 -0.05 -0.15 -0.08
H 0.505572 4.949306 4.622648 0.00 -0.01 0.00
H 0.917349 3.279207 4.936578 0.11 -0.10 -0.15
H 1.197989 3.970119 3.321055 0.03 -0.09 0.02
H -1.531039 4.415313 3.683142 0.02 0.03 -0.03
H -1.325966 2.884919 4.488466 -0.02 0.03 0.02
H -1.596859 3.379008 1.678425 0.00 -0.03 0.03
H -1.443985 1.825884 2.496423 0.02 0.12 -0.02
H -0.119057 0.343222 0.276428 -0.01 -0.08 -0.10
H 2.745383 2.901411 -0.506259 -0.09 0.02 0.08
H 2.929479 1.244946 0.079454 0.12 0.15 0.04
H 2.203663 0.253685 -1.912822 -0.06 -0.01 -0.04
H 1.398433 1.686968 -2.506758 0.05 0.02 -0.05
H 4.425930 1.412479 -2.211346 0.00 0.10 0.08
H 3.580711 1.076188 -3.697836 0.04 0.03 -0.04
H 3.251055 3.778917 -2.347940 -0.01 0.02 -0.03
H 4.695228 3.420039 -3.339258 0.00 0.12 -0.02
C -2.607743 -3.712013 3.597448 0.08 0.05 0.04
C -2.904756 -3.014777 2.290982 0.12 0.02 0.08
C -1.766489 -2.946957 1.295527 0.07 -0.01 -0.03
O -2.094928 -1.777577 0.545315 -0.11 -0.05 -0.08
C -2.788080 -0.949556 1.357641 0.25 0.03 0.02
O -3.033725 0.185332 1.119314 -0.31 -0.01 0.06
O -3.151228 -1.607141 2.492786 -0.06 0.02 -0.05
H -3.190532 -3.262303 4.400658 -0.07 -0.04 -0.03
H -2.868425 -4.767079 3.521566 0.03 -0.01 -0.01
H -1.551767 -3.633350 3.859614 -0.02 0.07 0.02
H -3.796974 -3.439814 1.824187 0.01 0.00 -0.03
H -1.701689 -3.804791 0.639416 -0.02 0.04 -0.07
H -0.802702 -2.780609 1.784864 -0.03 -0.02 0.07
C 7.239942 -0.414784 4.100366 -0.02 0.07 0.07
C 6.173900 -0.218337 3.047956 0.03 -0.02 0.01
C 5.834062 1.212791 2.681487 0.05 0.03 -0.01
O 4.483198 1.100195 2.248418 -0.04 0.01 0.02
C 3.923387 0.036348 2.877390 0.02 0.07 0.04
O 2.772991 -0.230254 2.878852 0.03 -0.12 0.05
O 4.898296 -0.682094 3.516777 -0.05 0.01 -0.07
H 7.044846 -1.329437 4.658471 0.03 -0.04 -0.06
H 8.222795 -0.497314 3.636740 0.00 0.03 0.00
H 7.260589 0.416094 4.806912 -0.05 -0.03 0.03
H 6.412827 -0.785595 2.142511 0.01 -0.03 0.02
H 6.442326 1.630937 1.883112 -0.06 -0.02 -0.05
H 5.869286 1.867009 3.557701 0.06 0.00 0.00
C -3.254984 2.223695 -1.539533 -0.26 -0.04 0.02
C -4.342655 2.370956 -2.569614 0.07 0.06 0.02
C -4.645637 3.779606 -3.030517 0.04 0.03 -0.05
O -6.019032 3.687345 -3.444218 0.01 0.01 0.04
C -6.587081 2.679419 -2.736363 -0.06 -0.01 0.00
O -7.759277 2.454221 -2.723779 0.03 0.01 0.00
O -5.655023 1.984556 -2.066897 0.01 0.00 -0.05
H -3.448502 1.363380 -0.900615 0.09 -0.04 -0.05
H -2.289950 2.084640 -2.019316 0.02 0.04 0.05
H -3.171103 3.102213 -0.900019 -0.05 -0.01 0.01
H -4.150033 1.730703 -3.435893 -0.03 -0.04 0.01
H -4.035155 4.120517 -3.862135 -0.05 -0.03 -0.04
H -4.579347 4.488930 -2.202747 0.05 0.00 0.00
C -2.693319 -6.942258 -3.930288 0.01 -0.10 0.03
C -2.255853 -6.108864 -2.750663 0.01 0.01 -0.05
C -0.966764 -6.517212 -2.066285 0.04 0.00 -0.04
O -1.175246 -6.049401 -0.729430 0.00 -0.07 0.02
C -2.510443 -6.017912 -0.504832 -0.04 0.11 0.02
O -3.006237 -5.802638 0.554422 -0.05 -0.18 -0.01
O -3.186395 -6.236929 -1.652361 0.02 0.00 0.01
H -3.780102 -6.945996 -3.996842 0.00 0.08 -0.03
H -2.294797 -6.526119 -4.854562 0.02 -0.01 0.00
H -2.353501 -7.974947 -3.840411 -0.05 -0.01 0.04
H -2.219582 -5.048314 -3.013068 -0.04 0.00 0.00
H -0.071499 -6.060962 -2.479170 -0.01 0.08 0.06
H -0.855959 -7.604440 -2.038713 0.01 0.00 -0.05

How do the records compare in largest force on an atom? In the order shown, they have 10.333 4.221 0.468 eV/Å.
How do the records compare in DFT total energy? In the order shown, they have -80211.5538 -267863.8937 -87889.9411 eV.